1.
{
  "formula": "C34H27BBrF4GeIN3O2PtS2",
  "method": "wB97M-V/def2-TZVPD",
  "species": ["Pt", "N", "C", "C", "C", "C", "C", "C", "S", "O", "O", "N", "C", "S", "C", "C", "N", "H", "H", "H", "H", "H", "H", "H", "H", "F", "B", "F", "F", "F", "C", "Ge", "C", "C", "C", "C", "C", "C", "C", "C", "C", "C", "C", "C", "C", "C", "C", "C", "C", "C", "H", "H", "H", "H", "H", "H", "H", "H", "H", "H", "H", "H", "H", "H", "H", "Br", "C", "C", "C", "C", "C", "C", "I", "H", "H", "H", "H"],
  "xyz": [[1.444, -0.816, -1.848], [-2.523, 6.800, 0.033], [-1.901, 6.142, -1.034], [-1.018, 6.838, -1.867], [-0.115, 6.104, -2.645], [-0.233, 4.714, -2.769], [-1.334, 4.067, -2.185], [-2.158, 4.775, -1.298], [1.025, 3.738, -3.498], [0.482, 3.074, -4.640], [2.262, 4.467, -3.526], [1.095, 2.550, -2.294], [2.258, 2.088, -1.862], [3.617, 3.140, -1.238], [4.453, 1.759, -0.802], [3.773, 0.611, -1.052], [2.530, 0.760, -1.556], [-2.022, 7.636, 0.355], [-2.781, 6.158, 0.830], [-0.978, 7.906, -1.867], [0.735, 6.662, -3.073], [-1.382, 2.986, -2.333], [-3.040, 4.319, -0.850], [5.397, 1.850, -0.257], [4.125, -0.413, -0.841], [4.401, -2.641, -0.475], [3.809, -2.968, -1.696], [2.445, -3.424, -1.437], [4.457, -3.821, -2.529], [3.691, -1.678, -2.559], [1.042, -1.120, -0.082], [0.411, -1.687, 1.714], [-0.135, -0.262, 2.925], [-0.889, -0.546, 4.055], [-1.372, 0.489, 4.886], [-1.245, 1.788, 4.500], [-0.565, 2.116, 3.307], [0.046, 1.110, 2.569], [-1.133, -2.886, 1.656], [-2.372, -2.414, 1.215], [-3.439, -3.276, 0.979], [-3.308, -4.630, 1.319], [-2.185, -5.093, 1.924], [-1.125, -4.206, 2.124], [1.766, -2.662, 2.742], [2.117, -2.685, 4.094], [3.270, -3.368, 4.471], [4.105, -4.008, 3.606], [3.763, -4.040, 2.262], [2.594, -3.404, 1.860], [-1.163, -1.589, 4.308], [-1.869, 0.249, 5.821], [-1.659, 2.561, 5.153], [-0.536, 3.175, 2.996], [0.712, 1.334, 1.714], [-2.463, -1.355, 1.018], [-4.334, -2.828, 0.562], [-4.143, -5.300, 1.207], [-2.004, -6.156, 2.147], [-0.253, -4.585, 2.690], [1.606, -2.161, 4.880], [3.522, -3.357, 5.563], [5.011, -4.483, 3.893], [4.367, -4.499, 1.527], [2.299, -3.501, 0.822], [-1.407, -1.018, -6.689], [-2.143, -0.737, -4.962], [-3.390, -0.107, -4.798], [-4.106, -0.200, -3.620], [-3.561, -0.849, -2.521], [-2.311, -1.474, -2.647], [-1.541, -1.349, -3.840], [0.462, -2.059, -3.924], [-3.795, 0.445, -5.628], [-5.127, 0.205, -3.624], [-4.108, -0.928, -1.581], [-1.926, -2.032, -1.779]],
  "forces_ev_per_a": [[-0.8, -0.6, -3.0], [-0.5, -0.6, 1.2], [0.0, -0.2, -0.3], [0.3, -1.4, 0.0], [0.2, 0.1, -0.1], [-0.5, 1.2, 0.4], [0.3, 0.4, 0.5], [0.4, 0.2, -0.6], [0.1, -2.4, 2.9], [0.0, 0.3, -1.0], [0.0, 0.6, -0.7], [0.5, -0.1, -1.2], [0.0, 0.1, 0.9], [-1.7, 0.0, -1.2], [1.2, -1.5, 1.0], [1.7, -0.3, 1.4], [0.9, 4.8, -0.9], [-0.4, -0.8, -0.2], [0.5, 1.2, -1.4], [0.2, 0.5, 0.3], [-0.5, -0.6, -0.1], [-0.4, 0.4, 0.1], [0.4, -0.1, 0.2], [-0.3, -0.3, -0.5], [-0.1, 0.9, 0.0], [0.0, -0.2, -0.9], [-1.3, 0.9, -0.4], [1.4, 0.4, -0.5], [0.4, -0.5, 0.3], [-0.5, -1.3, 1.2], [-1.4, -1.1, 5.0], [0.5, 0.0, -0.1], [-0.5, 1.5, -0.4], [-0.3, -0.2, 0.5], [0.1, -1.4, -0.2], [0.3, 1.1, -0.4], [-0.1, 0.3, 0.4], [0.3, -0.5, 0.0], [-0.8, -0.6, 0.7], [0.2, -0.3, -0.7], [0.5, 0.3, 0.5], [-1.6, 0.6, -0.4], [1.6, -0.2, 0.3], [1.2, -0.2, 0.2], [1.0, -0.7, -0.9], [0.5, -0.1, -0.7], [-0.2, 0.4, 2.6], [0.0, -0.2, -1.3], [-1.1, 0.7, 0.5], [-0.2, -0.1, 0.4], [0.4, 0.6, -0.1], [0.0, 0.0, -0.1], [0.1, 0.0, -0.4], [0.2, -0.7, 0.1], [-0.7, 0.0, 0.4], [-0.2, 0.1, -0.3], [-0.2, -0.4, 0.1], [-0.2, -0.1, -0.4], [-0.5, 0.6, 0.2], [-0.3, 0.3, -0.7], [-0.5, 0.3, 0.0], [-0.2, 0.0, -1.0], [0.6, -0.3, 0.6], [0.6, -0.5, -0.6], [0.2, 0.2, -0.1], [-0.1, 0.5, 0.2], [-0.1, -0.4, 1.1], [0.7, -0.4, -0.6], [-0.3, 0.3, 0.0], [0.4, -0.7, -0.3], [0.6, 0.5, -0.1], [-1.1, 0.0, 0.2], [-1.1, -0.6, -0.7], [-0.2, -0.1, -0.3], [0.6, 0.0, 0.3], [0.1, -0.1, -0.3], [0.1, 0.4, -0.5]],
  "spin_multiplicity": 5,
  "homo_lumo_gap_ev": [6.533, 5.156],
  "lumo_ev": [2.1, 0.3],
  "e_homo_ha": [-0.1630, -0.1774],
  "e_tot_ev": -215384.339,
  "e_above_lowest_kcal_mol": 59.4,
  "s2": 6.012,
  "charge": -1
}

2.
{
  "formula": "C34H27Br2Cl2CoF7N5O8S3",
  "method": "wB97M-V/def2-TZVPD",
  "species": ["Co", "C", "C", "C", "C", "C", "C", "Br", "C", "C", "Br", "C", "O", "C", "N", "H", "H", "H", "H", "H", "H", "C", "C", "N", "C", "C", "C", "O", "O", "C", "O", "C", "C", "C", "F", "C", "C", "C", "N", "C", "C", "N", "C", "C", "H", "H", "H", "H", "H", "H", "H", "H", "H", "H", "H", "H", "H", "H", "H", "H", "H", "H", "Cl", "C", "C", "C", "C", "C", "Cl", "C", "S", "H", "H", "H", "F", "C", "F", "F", "S", "O", "O", "N", "S", "O", "O", "C", "F", "F", "F"],
  "xyz": [[1.708, -2.280, 0.069], [-0.450, -4.244, -1.846], [0.617, -4.982, -1.090], [0.648, -6.396, -1.113], [1.624, -7.077, -0.452], [2.621, -6.364, 0.250], [3.709, -6.938, 0.948], [3.915, -8.832, 1.011], [4.631, -6.149, 1.581], [4.525, -4.758, 1.561], [5.831, -3.719, 2.450], [3.480, -4.094, 0.907], [3.351, -2.831, 0.860], [2.515, -4.958, 0.238], [1.516, -4.306, -0.415], [-0.832, -4.870, -2.654], [-0.054, -3.317, -2.259], [-1.285, -3.996, -1.185], [-0.116, -6.924, -1.671], [1.654, -8.159, -0.467], [5.460, -6.602, 2.108], [-3.066, 1.430, 3.529], [-3.826, 0.374, 2.737], [-2.983, -0.243, 1.715], [-2.259, -1.346, 2.058], [-1.248, -1.871, 1.330], [-0.369, -2.885, 2.047], [-0.906, -3.639, 2.861], [0.868, -2.764, 1.805], [-0.911, -1.253, 0.090], [0.050, -1.520, -0.621], [-1.773, -0.159, -0.350], [-1.505, 0.442, -1.582], [-2.142, 1.600, -1.901], [-1.905, 2.211, -3.098], [-3.026, 2.222, -1.019], [-3.342, 1.600, 0.167], [-2.730, 0.388, 0.514], [-3.554, 3.526, -1.294], [-4.593, 3.573, -2.302], [-5.302, 4.910, -2.229], [-4.298, 6.028, -2.357], [-3.160, 5.906, -1.375], [-2.535, 4.540, -1.518], [-3.711, 1.865, 4.295], [-2.700, 2.228, 2.884], [-2.195, 0.987, 4.012], [-4.719, 0.782, 2.261], [-4.162, -0.432, 3.390], [-2.480, -1.788, 3.022], [-0.758, 0.001, -2.236], [-4.001, 2.122, 0.845], [-5.319, 2.787, -2.104], [-4.195, 3.414, -3.319], [-5.793, 5.038, -1.266], [-6.027, 5.037, -3.031], [-4.760, 6.916, -2.251], [-3.924, 6.035, -3.304], [-3.580, 6.047, -0.380], [-2.455, 6.706, -1.594], [-1.753, 4.436, -0.765], [-2.061, 4.449, -2.507], [1.658, 0.934, -1.988], [3.360, 0.573, -2.135], [4.211, 1.660, -2.254], [5.564, 1.455, -2.454], [6.047, 0.158, -2.540], [5.180, -0.912, -2.398], [5.883, -2.501, -2.497], [3.800, -0.763, -2.173], [2.771, -2.156, -2.007], [3.797, 2.658, -2.193], [6.238, 2.297, -2.545], [7.098, -0.037, -2.700], [2.909, -1.005, 3.345], [2.007, -0.057, 3.487], [2.514, 0.907, 4.266], [0.930, -0.559, 4.098], [1.509, 0.636, 1.813], [2.126, -0.249, 0.868], [0.065, 0.711, 1.852], [2.208, 2.050, 1.709], [1.488, 3.355, 2.218], [0.728, 3.221, 3.428], [2.385, 4.461, 2.067], [0.157, 3.721, 0.935], [0.359, 3.098, -0.228], [0.119, 5.050, 0.675], [-1.073, 3.389, 1.365]],
  "forces_ev_per_a": [[0.5, -0.7, 0.3], [0.0, 0.0, 0.0], [-0.4, 0.2, -0.3], [0.1, 0.1, 0.0], [0.0, 0.0, 0.0], [0.1, 0.1, 0.0], [0.0, 0.0, 0.0], [0.0, 0.1, 0.0], [-0.1, -0.2, -0.1], [-0.2, 0.4, -0.1], [-0.1, 0.0, -0.1], [-0.1, -1.6, -0.1], [-0.8, 1.2, -0.4], [0.8, 0.3, 0.6], [0.2, 1.2, 0.4], [0.0, 0.0, 0.1], [0.0, 0.0, 0.0], [0.0, 0.0, 0.0], [0.0, 0.1, 0.0], [0.0, 0.0, 0.0], [0.0, 0.0, 0.0], [0.0, 0.0, 0.0], [0.0, 0.1, 0.1], [0.4, -0.7, 0.2], [-0.6, 0.8, 0.1], [0.3, -0.1, -0.3], [-1.5, 0.0, 0.3], [0.5, 0.4, -0.4], [1.2, -0.2, -0.6], [-1.9, 0.7, 1.5], [2.3, -1.0, -1.2], [-0.1, -0.2, 0.2], [0.2, -0.1, -0.3], [0.1, 0.1, -0.5], [0.0, -0.3, 0.4], [-0.2, 0.4, 0.0], [0.0, 0.1, 0.0], [0.1, 0.0, -0.1], [0.1, -0.4, 0.4], [-0.1, 0.1, -0.3], [0.4, 0.2, 0.1], [0.5, -2.0, 1.1], [-0.4, -0.1, -0.2], [0.3, 0.1, 0.0], [0.0, 0.0, 0.0], [0.0, 0.0, 0.0], [0.0, 0.0, 0.0], [0.0, 0.0, 0.0], [0.0, 0.0, 0.0], [0.0, 0.0, 0.0], [-0.2, 0.1, 0.1], [0.0, 0.0, 0.0], [-0.1, -0.1, 0.0], [0.0, 0.0, 0.1], [0.0, 0.0, 0.0], [0.0, 0.1, -0.1], [-0.9, 1.8, 0.2], [0.3, 0.1, -1.0], [0.0, 0.0, 0.0], [0.0, 0.1, -0.1], [-0.1, 0.0, -0.1], [-0.1, 0.0, 0.1], [0.4, -0.1, -0.1], [-0.3, -0.1, -0.1], [0.0, 0.0, 0.0], [0.0, -0.2, 0.0], [0.0, 0.1, 0.0], [0.0, -0.1, 0.1], [0.0, 0.0, 0.0], [0.3, 0.6, 0.3], [-0.8, -0.3, 0.4], [0.0, 0.0, 0.0], [0.0, 0.0, 0.0], [0.0, 0.0, 0.0], [0.1, -0.1, 0.0], [-0.1, 0.2, 0.3], [-0.1, -0.2, -0.2], [0.1, 0.0, -0.1], [-0.8, 1.2, 0.8], [0.4, -1.2, -1.0], [0.5, -0.1, -0.1], [0.0, -0.9, -0.2], [-0.4, 0.6, 0.1], [0.2, -0.1, -0.1], [0.0, -0.2, 0.0], [-0.2, 0.3, -0.1], [0.1, 0.0, 0.1], [0.1, -0.4, 0.2], [0.3, 0.0, 0.0]],
  "spin_multiplicity": 2,
  "homo_lumo_gap_ev": [2.810, 6.627],
  "lumo_ev": [1.0, 1.0],
  "e_homo_ha": [-0.0647, -0.2050],
  "e_tot_ev": -313813.406,
  "e_above_lowest_kcal_mol": 43.4,
  "s2": 0.752,
  "charge": -1
}

3.
{
  "formula": "C34H28AsCl3N6STc",
  "method": "wB97M-V/def2-TZVPD",
  "species": ["Tc", "C", "C", "N", "C", "C", "C", "C", "C", "C", "C", "C", "N", "C", "N", "H", "H", "H", "H", "H", "H", "H", "H", "H", "Cl", "C", "Cl", "Cl", "C", "N", "C", "C", "C", "C", "C", "C", "As", "C", "C", "C", "C", "C", "C", "C", "C", "C", "C", "C", "C", "H", "H", "H", "H", "H", "H", "H", "H", "H", "H", "H", "H", "H", "S", "C", "N", "C", "C", "N", "H", "H", "H", "H", "H", "H"],
  "xyz": [[-1.053, -0.541, -0.740], [-1.818, -1.714, 3.223], [-1.680, -1.561, 1.858], [-0.961, -0.548, 1.330], [-0.375, 0.351, 2.152], [-0.466, 0.277, 3.534], [-1.196, -0.804, 4.062], [0.291, 1.223, 4.359], [0.014, 1.662, 5.592], [-1.177, 1.461, 6.444], [-2.482, 1.364, 5.986], [-3.470, 1.225, 6.956], [-3.176, 1.176, 8.242], [-1.900, 1.285, 8.591], [-0.889, 1.441, 7.744], [-2.378, -2.551, 3.616], [-2.121, -2.275, 1.165], [0.189, 1.144, 1.676], [-1.256, -0.934, 5.135], [1.229, 1.552, 3.924], [0.778, 2.254, 6.086], [-2.739, 1.437, 4.936], [-4.520, 1.162, 6.692], [-1.665, 1.256, 9.648], [0.699, 4.554, -1.107], [-0.967, 4.046, -1.379], [-1.467, 4.305, -3.047], [-2.077, 4.766, -0.230], [-0.998, 2.578, -1.168], [-1.020, 1.441, -1.012], [3.459, -4.351, 0.872], [3.676, -4.178, -0.490], [3.033, -3.160, -1.178], [2.169, -2.320, -0.477], [1.935, -2.494, 0.890], [2.591, -3.513, 1.562], [1.353, -0.834, -1.334], [2.501, 0.712, -1.165], [2.935, 1.325, -0.023], [3.885, 2.361, -0.127], [4.381, 2.770, -1.367], [3.962, 2.145, -2.519], [3.024, 1.085, -2.443], [2.625, 0.265, -3.537], [3.067, 0.422, -4.877], [2.704, -0.500, -5.830], [1.898, -1.588, -5.481], [1.417, -1.755, -4.164], [1.773, -0.840, -3.216], [3.969, -5.146, 1.399], [4.349, -4.839, -1.018], [3.215, -3.035, -2.238], [1.252, -1.850, 1.431], [2.423, -3.660, 2.621], [2.605, 1.011, 0.959], [4.246, 2.841, 0.775], [5.117, 3.562, -1.413], [4.376, 2.442, -3.473], [3.702, 1.255, -5.148], [3.050, -0.399, -6.850], [1.640, -2.322, -6.235], [0.799, -2.614, -3.935], [-1.969, -1.441, -2.684], [-3.446, -0.733, -3.326], [-3.948, 0.466, -3.106], [-5.223, 0.661, -3.838], [-5.391, -0.688, -4.576], [-4.200, -1.441, -4.132], [-3.458, 1.195, -2.617], [-5.138, 1.503, -4.521], [-6.027, 0.849, -3.130], [-5.378, -0.583, -5.658], [-6.293, -1.216, -4.278], [-4.012, -2.403, -4.372]],
  "forces_ev_per_a": [[-0.3, -0.1, 0.5], [0.0, 0.0, 0.0], [0.0, -0.1, 0.0], [-0.1, 0.1, -0.3], [0.0, 0.0, 0.0], [0.1, 0.0, 0.0], [0.0, 0.0, 0.0], [0.0, 0.0, 0.1], [0.0, 0.0, 0.0], [0.0, 0.0, 0.1], [-0.1, 0.0, -0.1], [0.2, 0.0, -0.1], [-0.3, -0.1, 0.3], [0.0, 0.0, -0.3], [0.2, 0.0, 0.1], [0.0, 0.0, 0.0], [0.0, 0.0, 0.0], [0.0, 0.0, 0.0], [0.0, 0.0, 0.0], [0.0, 0.0, 0.0], [0.0, 0.1, 0.0], [0.0, 0.0, 0.0], [0.0, 0.0, 0.0], [0.0, 0.0, 0.0], [0.0, 0.0, 0.0], [-0.1, -0.2, 0.1], [0.0, 0.0, 0.0], [0.0, 0.0, 0.0], [0.0, 0.1, 0.0], [0.2, 0.2, 0.0], [0.0, 0.0, 0.0], [0.0, 0.0, 0.0], [0.0, 0.0, 0.0], [-0.1, -0.1, 0.2], [0.0, -0.1, 0.0], [0.0, 0.0, 0.0], [0.1, 0.1, -0.2], [0.0, 0.0, 0.2], [0.0, 0.0, 0.0], [0.0, 0.0, 0.0], [0.0, 0.0, 0.0], [0.0, 0.0, 0.0], [0.0, 0.0, 0.0], [0.0, 0.0, 0.0], [0.0, 0.0, 0.0], [0.0, 0.0, 0.0], [0.0, 0.0, 0.0], [0.0, 0.0, 0.0], [-0.1, 0.0, 0.0], [0.0, 0.0, 0.0], [0.0, 0.0, 0.0], [0.0, 0.0, 0.0], [0.1, 0.0, 0.0], [0.0, 0.0, 0.0], [0.0, 0.0, 0.0], [0.0, 0.0, 0.0], [0.0, 0.0, 0.0], [0.0, 0.0, 0.0], [0.0, 0.0, 0.0], [0.0, 0.0, 0.0], [0.0, 0.0, 0.0], [0.0, 0.0, 0.0], [0.3, 0.1, -0.2], [-0.1, -0.2, 0.1], [0.1, 0.0, 0.0], [0.0, 0.0, 0.0], [0.0, 0.0, 0.0], [0.1, 0.0, 0.1], [-0.1, 0.0, 0.0], [0.0, 0.0, 0.0], [0.0, 0.0, 0.0], [0.0, 0.0, 0.0], [0.0, 0.0, 0.0], [0.0, 0.0, 0.0]],
  "spin_multiplicity": 4,
  "homo_lumo_gap_ev": [3.807, 2.577],
  "lumo_ev": [-13.0, -14.2],
  "e_homo_ha": [-0.6174, -0.6174],
  "e_tot_ev": -156050.943,
  "e_above_lowest_kcal_mol": 27.8,
  "s2": 3.819,
  "charge": 4
}